{"formula": "C3H9N3S2", "method": "ωB97M-V with the def2-TZVPD basis set", "homo_lumo_gap_ev": 8.662, "max_force_ev_per_a": 2.4, "homo_ha": -0.2921, "smiles": "NCC/C(=N\\S)NS", "e_above_lowest_kcal_mol": 5.73, "e_lumo_ev": 0.71, "symbols": ["N", "C", "C", "C", "N", "S", "N", "S", "H", "H", "H", "H", "H", "H", "H", "H", "H"], "positions_angstrom": [[-2.5729, 0.5656, 1.2650], [-1.4593, -0.1206, 1.9484], [-0.1044, 0.3645, 1.5335], [0.1913, 0.0141, 0.0498], [1.3495, -0.0764, -0.4342], [2.7663, 0.1089, 0.5149], [-0.9322, -0.2057, -0.7211], [-0.8449, -0.2930, -2.4161], [-2.7851, 1.4629, 1.7442], [-3.4384, 0.0512, 1.2952], [-1.4804, 0.0427, 3.0452], [-1.5743, -1.2012, 1.7948], [0.0606, 1.4242, 1.6047], [0.6568, -0.1521, 2.1473], [3.5236, -0.6118, -0.3292], [-1.8211, -0.0076, -0.2837], [-0.5597, -1.5951, -2.5573]], "forces_ev_per_angstrom": [[-0.21, 1.22, 0.88], [-0.83, 0.16, 1.59], [0.69, -1.39, -1.83], [-0.27, 0.38, 1.54], [1.01, -0.30, -0.71], [-0.57, -0.11, -0.22], [0.79, -0.26, -0.78], [-0.19, 0.16, 0.29], [0.35, -0.79, -0.65], [-0.08, -0.37, 0.20], [-0.37, -0.23, -0.32], [0.22, 0.27, -0.10], [-0.21, 0.62, 0.41], [-0.24, 0.31, -0.26], [-0.03, 0.15, 0.11], [-0.08, 0.31, -0.22], [0.02, -0.13, 0.07]], "lowdin_charge": [-0.023, -0.282, -0.155, -0.567, -0.358, 0.695, -0.391, 0.748, 0.102, 0.076, 0.113, 0.125, 0.116, 0.091, -0.154, 0.020, -0.156]}



{"formula": "C46H39BCl2N12O5Tl", "method": "ωB97M-V with the def2-TZVPD basis set", "homo_lumo_gap_ev": [4.862, 4.935], "max_force_ev_per_a": 1.1, "charge": -1, "homo_ha": [-0.1427, -0.1442], "e_above_lowest_kcal_mol": 20.77, "e_lumo_ev": [0.98, 1.01], "symbols": ["Tl", "C", "C", "C", "C", "C", "N", "C", "C", "C", "C", "C", "C", "C", "C", "N", "C", "N", "C", "N", "C", "N", "C", "N", "C", "N", "C", "C", "C", "C", "C", "C", "C", "C", "C", "C", "C", "C", "C", "C", "N", "H", "H", "H", "H", "H", "H", "H", "H", "H", "H", "H", "H", "H", "H", "H", "H", "Cl", "C", "Cl", "C", "O", "O", "H", "C", "N", "C", "N", "O", "H", "H", "H", "H", "H", "H", "C", "C", "C", "C", "C", "C", "C", "C", "O", "B", "O", "C", "C", "H", "H", "H", "H", "H", "H", "H", "H", "H", "H", "H", "H", "N", "N", "H", "H", "H", "H"], "positions_angstrom": [[0.8614, 0.1973, 0.7980], [-3.8235, 4.0371, 3.4578], [-2.7877, 4.9571, 3.6221], [-1.4651, 4.5716, 3.4982], [-1.1970, 3.2479, 3.1862], [0.0262, 2.5339, 2.8719], [1.2322, 3.0611, 2.9984], [2.3314, 2.4399, 2.6366], [3.6559, 2.9164, 3.0017], [4.0981, 4.0067, 3.7311], [5.4579, 4.1218, 3.9653], [6.3584, 3.1767, 3.4801], [5.9262, 2.0901, 2.7402], [4.5674, 1.9653, 2.5084], [3.7680, 0.9369, 1.8615], [4.3000, -0.1630, 1.3733], [3.6074, -1.2395, 1.0707], [2.2955, -1.4695, 1.3084], [2.0134, -2.7768, 1.0819], [0.8722, -3.4031, 1.3024], [-0.2323, -2.7911, 1.7015], [-0.3994, -1.4785, 1.9507], [-1.6992, -1.2305, 2.2487], [-2.2660, -0.0745, 2.5223], [-1.6085, 1.0649, 2.6424], [-0.2751, 1.2681, 2.5137], [-2.2453, 2.3152, 3.0216], [-3.5669, 2.7082, 3.1706], [-2.4416, -2.4828, 2.2251], [-3.7709, -2.7935, 2.4569], [-4.1486, -4.1232, 2.3809], [-3.2201, -5.1164, 2.0842], [-1.8935, -4.8104, 1.8314], [-1.5047, -3.4832, 1.8983], [3.2289, -3.4484, 0.6281], [3.5154, -4.7506, 0.2566], [4.7935, -5.0316, -0.2042], [5.7669, -4.0421, -0.2863], [5.5009, -2.7446, 0.1244], [4.2310, -2.4621, 0.5889], [2.4591, 1.2757, 1.9448], [-4.8446, 4.3772, 3.5563], [-3.0305, 5.9850, 3.8550], [-0.6557, 5.2743, 3.6263], [3.3949, 4.7311, 4.1123], [5.8334, 4.9511, 4.5493], [7.4121, 3.2936, 3.6917], [6.6129, 1.3516, 2.3594], [-4.3696, 1.9977, 3.0462], [-4.4806, -2.0155, 2.6939], [-5.1758, -4.4030, 2.5663], [-3.5486, -6.1461, 2.0552], [-1.1742, -5.5776, 1.5920], [2.7580, -5.5166, 0.3219], [5.0386, -6.0401, -0.5117], [6.7424, -4.2927, -0.6781], [6.2481, -1.9683, 0.0763], [2.6417, 3.4984, -2.5091], [3.3026, 2.1802, -1.5580], [5.0602, 2.1632, -1.7065], [2.7297, 0.7803, -2.0163], [2.7067, 0.5190, -3.2037], [2.3868, 0.0666, -1.0478], [3.0600, 2.3610, -0.5110], [1.4177, 5.3102, 0.6440], [0.0660, 4.8419, 0.4684], [-0.2177, 3.5453, 0.1878], [-1.5551, 3.2834, 0.0825], [0.6532, 2.7192, -0.0498], [1.5298, 6.2879, 0.1716], [2.0791, 4.5970, 0.1583], [1.6798, 5.3633, 1.7035], [-0.6744, 5.4221, 0.8278], [-2.1938, 3.8713, 0.5902], [-1.8076, 2.3066, 0.0272], [-4.0368, -3.1332, -5.3038], [-4.2195, -1.6095, -5.2974], [-5.6977, -1.3046, -5.5599], [-3.3930, -0.9846, -6.4301], [-3.7216, -1.0402, -3.9759], [-4.5205, -0.2454, -3.1566], [-4.0615, 0.3219, -1.9759], [-2.7552, 0.0660, -1.6271], [-2.0193, 0.4937, -0.5660], [-0.7381, -0.0537, -0.7070], [-0.7237, -0.8383, -1.8404], [-1.9472, -0.7487, -2.4230], [-2.4046, -1.3027, -3.5966], [-4.3931, -3.5504, -6.2439], [-4.5999, -3.5847, -4.4901], [-2.9930, -3.4067, -5.1868], [-5.9974, -1.7476, -6.5081], [-5.8711, -0.2329, -5.6248], [-6.3297, -1.7227, -4.7794], [-3.7145, -1.3734, -7.3944], [-2.3364, -1.2008, -6.3077], [-3.5195, 0.0956, -6.4325], [-5.5405, -0.0429, -3.4361], [-4.6967, 0.9394, -1.3612], [-1.7382, -1.9039, -4.1917], [1.5368, -3.9924, -2.1433], [1.7802, -2.6948, -1.5379], [0.9461, -4.4799, -1.4663], [2.4396, -4.4701, -2.1226], [2.4149, -2.1666, -2.1321], [0.9034, -2.1813, -1.5475]], "forces_ev_per_angstrom": [[-0.33, 0.18, -0.98], [-0.20, -0.14, -0.03], [0.15, 0.18, 0.04], [0.04, 0.04, 0.05], [-0.39, -0.39, 0.00], [-0.38, -0.13, 0.17], [0.39, 0.22, -0.01], [-0.19, 0.41, 0.17], [0.49, -0.33, -0.26], [-0.03, 0.06, 0.04], [-0.14, 0.15, 0.10], [0.16, -0.14, -0.10], [0.00, -0.05, -0.01], [-0.35, 0.51, 0.23], [-0.47, 0.30, 0.27], [0.34, -0.49, -0.47], [0.10, 0.17, 0.36], [0.17, -0.13, 0.31], [-0.42, 0.08, 0.31], [0.68, -0.44, -0.30], [-0.41, 0.68, 0.29], [0.25, -0.60, 0.28], [-0.34, 0.06, 0.14], [-0.28, -0.40, -0.05], [0.16, 0.37, 0.11], [-0.18, 0.10, 0.59], [0.44, 0.34, 0.13], [-0.06, -0.02, 0.02], [0.21, -0.49, -0.15], [0.02, 0.06, 0.02], [-0.08, 0.11, 0.08], [0.05, -0.20, -0.05], [0.14, 0.01, -0.04], [-0.59, 0.26, 0.16], [0.93, 0.04, -0.09], [-0.23, 0.12, 0.22], [0.01, -0.13, -0.04], [0.09, -0.01, -0.03], [-0.10, 0.12, 0.10], [-0.26, -0.78, -0.11], [0.35, -0.47, -0.09], [-0.09, 0.00, 0.02], [0.01, 0.07, 0.01], [0.10, 0.11, 0.02], [-0.08, 0.08, 0.07], [0.00, 0.07, 0.00], [0.07, 0.02, -0.01], [0.10, -0.10, -0.05], [-0.08, -0.10, -0.03], [-0.06, 0.08, 0.03], [-0.09, 0.00, 0.01], [0.01, -0.08, -0.04], [0.09, -0.12, -0.03], [-0.07, -0.10, 0.00], [0.00, -0.03, -0.02], [0.08, -0.01, 0.00], [0.09, 0.10, -0.01], [-0.21, 0.40, -0.27], [-0.43, -0.58, 0.18], [0.53, -0.07, 0.07], [0.41, 0.99, -0.18], [0.02, -0.07, -0.49], [0.07, -0.56, 0.54], [0.01, 0.03, -0.22], [0.11, -0.02, 0.10], [-0.02, 0.34, 0.15], [-0.34, 0.57, -0.36], [-0.07, -0.20, -0.04], [0.20, -0.13, -0.15], [0.08, -0.05, 0.03], [0.06, 0.09, -0.02], [0.09, 0.06, -0.02], [0.00, -0.10, -0.09], [-0.04, 0.01, 0.04], [-0.04, 0.05, 0.01], [-0.05, 0.18, -0.01], [-0.09, -0.06, -0.18], [0.26, -0.04, 0.07], [-0.13, -0.09, 0.09], [-0.18, 0.06, 0.07], [-0.07, -0.11, -0.22], [0.42, 0.11, 0.37], [-0.03, -0.50, -0.81], [-0.01, 0.30, 0.51], [-0.17, 0.12, 0.09], [0.70, -0.36, -0.27], [-0.91, 0.38, 0.08], [0.32, 0.09, 0.37], [-0.03, -0.06, -0.12], [-0.06, -0.08, 0.10], [0.13, -0.08, 0.02], [-0.01, -0.05, -0.09], [-0.08, 0.12, 0.02], [-0.11, -0.01, 0.09], [-0.04, -0.06, -0.14], [0.16, -0.01, -0.02], [0.02, 0.13, -0.02], [-0.13, 0.00, -0.08], [-0.08, 0.08, 0.07], [0.10, -0.11, -0.11], [-0.13, 0.04, -0.13], [0.06, 0.09, 0.02], [0.27, -0.02, -0.09], [-0.28, 0.03, 0.13], [-0.24, 0.03, -0.06], [0.17, -0.06, -0.35]], "lowdin_charge": [1.038, -0.101, -0.101, -0.040, -0.122, -0.310, 0.212, -0.277, -0.094, -0.021, -0.091, -0.090, -0.011, -0.093, -0.273, 0.222, -0.275, 0.092, -0.288, 0.205, -0.272, 0.087, -0.296, 0.215, -0.298, 0.102, -0.112, -0.023, -0.095, -0.019, -0.095, -0.097, -0.022, -0.093, -0.119, -0.044, -0.092, -0.087, -0.003, -0.094, 0.109, 0.093, 0.094, 0.109, 0.107, 0.095, 0.095, 0.111, 0.108, 0.108, 0.094, 0.094, 0.107, 0.108, 0.097, 0.095, 0.113, 0.611, -1.038, 0.580, -0.783, 0.010, -0.126, 0.021, -0.071, 0.032, -0.607, 0.213, -0.037, 0.082, 0.059, 0.067, 0.125, 0.098, 0.074, -0.048, -0.561, -0.073, -0.044, -0.176, -0.032, 0.024, -0.183, 0.102, -0.497, 0.154, -0.162, 0.072, 0.080, 0.089, 0.075, 0.080, 0.081, 0.084, 0.081, 0.080, 0.090, 0.095, 0.118, 0.129, -0.038, -0.029, 0.053, 0.047, 0.088, 0.051]}



{"formula": "C3H8ClIN3", "method": "ωB97M-V with the def2-TZVPD basis set", "homo_lumo_gap_ev": [7.326, 7.327], "max_force_ev_per_a": 1.3, "charge": 1, "homo_ha": [-0.4290, -0.4290], "e_above_lowest_kcal_mol": 13.12, "e_lumo_ev": [-4.35, -4.35], "symbols": ["C", "C", "C", "N", "N", "N", "Cl", "I", "H", "H", "H", "H", "H", "H", "H", "H"], "positions_angstrom": [[0.9015, -0.0788, -0.7213], [0.5981, 0.7190, 0.3458], [-1.1435, -0.9333, 1.0283], [0.4078, 0.0799, -1.9755], [-0.2374, 1.8118, 0.2857], [-0.7249, -2.1776, 0.8737], [1.8730, -1.4771, -0.4677], [-2.6270, -0.1839, -0.2188], [1.0954, 0.5485, 1.2886], [-1.0861, -0.4922, 2.0116], [0.7953, -0.4826, -2.7163], [-0.1990, 2.4545, 1.0623], [0.0811, 0.9930, -2.2494], [-0.8180, -2.6533, -0.0156], [-0.1532, -2.6294, 1.5700], [-0.3946, 2.2583, -0.6035]], "forces_ev_per_angstrom": [[0.00, 0.13, 0.61], [-0.04, -0.42, 0.15], [-0.08, -0.85, -0.96], [-0.11, -0.08, -0.07], [0.06, 0.47, -0.07], [-0.37, 0.64, 0.09], [-0.06, 0.28, -0.10], [0.10, -0.38, 0.27], [0.12, -0.06, -0.07], [0.26, 0.10, 0.04], [-0.01, 0.04, 0.02], [0.10, 0.02, -0.19], [0.07, -0.06, -0.08], [-0.09, 0.04, 0.12], [0.04, 0.01, 0.12], [0.03, 0.12, 0.13]], "lowdin_charge": [-0.808, -0.313, -0.639, 0.086, 0.015, 0.032, 0.771, 1.030, 0.124, 0.076, 0.104, 0.109, 0.099, 0.106, 0.126, 0.082]}